(1)
Computed, not measured: a 2-piece molecular cluster, C3H8NO overall at a distorted geometry, with ωB97M-V/def2-TZVPD.

Charge: +1
Kohn-Sham gap in eV: 10.992
ΔE to the lowest compared entry with this formula, charge and spin in kcal/mol: 55.01

Positions of all 13 atoms, in Å:
C (-1.85203, 0.49236, 0.20365)
C (-0.56631, -0.21308, 0.34932)
C (0.15862, -1.48727, 0.21323)
N (-0.59453, 1.03027, 0.50739)
O (2.09161, 0.87105, -0.57543)
H (-2.30367, 0.62065, -0.84842)
H (-2.55696, 0.37923, 0.95342)
H (0.54577, -1.58634, -0.86785)
H (-0.55918, -2.30899, 0.20638)
H (0.98850, -1.64743, 0.94802)
H (-0.10161, 1.88201, 0.67466)
H (1.84634, 0.63563, -1.48262)
H (2.90347, 1.33190, -0.28176)


(2)
Computed, not measured: a 2-piece molecular cluster, C4H14N2O overall at a distorted geometry, with ωB97M-V/def2-TZVPD.

Spin multiplicity: 2
Charge: -1
Kohn-Sham gap (spin up / spin down) in eV: 2.623 / 8.662
ΔE to the lowest compared entry with this formula, charge and spin in kcal/mol: 17.37

Positions of all 21 atoms, in Å:
C (2.25061, -0.21172, 0.94600)
C (1.89039, 1.12006, 0.27449)
C (0.35883, 1.27016, 0.19417)
N (-0.35007, 0.11274, -0.30425)
C (-1.18560, 0.13014, -1.52323)
N (-2.54160, -0.35196, -1.38513)
H (1.56555, -0.45150, 1.76061)
H (2.16869, -1.03613, 0.23473)
H (3.25991, -0.25953, 1.36535)
H (2.21126, 1.02814, -0.76775)
H (2.30445, 2.02358, 0.72040)
H (-0.03868, 1.57657, 1.15954)
H (0.18224, 2.07179, -0.53642)
H (-0.00509, -0.82174, -0.15632)
H (-0.69065, -0.62644, -2.12145)
H (-1.28327, 1.12997, -1.93258)
H (-2.70034, -1.31570, -1.11186)
H (-3.29389, 0.21576, -1.03750)
H (-1.61270, -2.61393, 1.32067)
H (-1.27186, -1.14483, 1.11807)
O (-1.21819, -1.84542, 1.78244)


(3)
Computed, not measured: one molecule with the formula C3H3FNO8P, with ωB97M-V/def2-TZVPD.

Charge: 0
SMILES: O=C(F)NC(=O)OC(=O)OP(=O)(O)O
Kohn-Sham gap in eV: 11.599
ΔE to the lowest compared entry with this formula, charge and spin in kcal/mol: 0.00

Positions of all 17 atoms, in Å:
O (-2.23120, 2.05296, 3.56290)
C (-2.54470, 1.14257, 2.88093)
F (-3.31653, 0.13817, 3.32259)
N (-2.22725, 0.91574, 1.50603)
C (-0.88957, 0.51809, 1.30059)
O (0.00528, 0.56700, 2.06623)
O (-0.77067, 0.08264, -0.01020)
C (-0.01909, -1.02082, -0.22405)
O (0.22672, -1.88218, 0.54625)
O (0.32594, -1.04013, -1.55841)
P (1.77102, -0.46520, -1.93395)
O (2.09042, 0.83540, -1.35981)
O (1.68391, -0.49036, -3.51776)
O (2.72067, -1.66919, -1.53925)
H (-2.44114, 1.76058, 0.98215)
H (2.16833, 0.27893, -3.85061)
H (3.44787, -1.72420, -2.17363)


(4)
Computed, not measured: one molecule with the formula C17H14N6O5S at a distorted geometry, with ωB97M-V/def2-TZVPD.

Charge: 0
SMILES: CC(=O)OCCNc1cc(Sc2nc3ccccc3[nH]2)c2nonc2c1[N+](=O)[O-]
Kohn-Sham gap in eV: 7.161

Positions of all 43 atoms, in Å:
C (3.07267, 2.07708, 1.03240)
C (3.43987, 1.70928, -0.37548)
O (3.98135, 0.69300, -0.71813)
O (3.08591, 2.68641, -1.22942)
C (3.41027, 2.52221, -2.60544)
C (2.24013, 1.92524, -3.40679)
N (2.09734, 0.51044, -3.19259)
C (1.55473, -0.10155, -2.13320)
C (0.73975, 0.63089, -1.21192)
C (0.14966, 0.10052, -0.10171)
S (-0.67747, 1.23450, 0.97590)
C (-2.11733, 0.42571, 1.56894)
N (-3.26959, 1.02597, 1.51623)
C (-4.14251, 0.17360, 2.14032)
C (-5.50989, 0.29203, 2.36821)
C (-6.13621, -0.74624, 3.02243)
C (-5.43747, -1.88137, 3.44438)
C (-4.08202, -2.02085, 3.22911)
C (-3.44278, -0.97883, 2.57650)
N (-2.13609, -0.77262, 2.21512)
C (0.36809, -1.27852, 0.14622)
N (0.01194, -2.07876, 1.12529)
O (0.52353, -3.27843, 0.83805)
N (1.21105, -3.28435, -0.29774)
C (1.16054, -2.06055, -0.77759)
C (1.74951, -1.48541, -1.92775)
N (2.55085, -2.30058, -2.74793)
O (3.05429, -1.80384, -3.76115)
O (2.71354, -3.45882, -2.43655)
H (3.74212, 2.86298, 1.37574)
H (2.05535, 2.45751, 1.06832)
H (3.17796, 1.20941, 1.67596)
H (3.63980, 3.52248, -2.97752)
H (4.28812, 1.87299, -2.69450)
H (1.32034, 2.45790, -3.15492)
H (2.44414, 2.07289, -4.46885)
H (2.69822, -0.11075, -3.74699)
H (0.58719, 1.68231, -1.39291)
H (-6.04476, 1.16849, 2.04109)
H (-7.19657, -0.68751, 3.21737)
H (-5.97524, -2.66815, 3.95169)
H (-3.54128, -2.89642, 3.55364)
H (-1.35905, -1.42027, 2.27617)